Entry 1:
Density functional theory data (the ωB97M-V functional and the def2-TZVPD basis) for one molecule with the formula C2H4N2S2 in a non-equilibrium geometry.

Element x y z (Å)
N 0.476 1.388 0.486
C 0.909 0.156 0.230
S 2.391 -0.216 -0.372
C -0.058 -0.956 0.518
N -1.313 -1.026 0.313
S -2.203 0.265 -0.370
H -0.400 1.569 0.908
H 1.080 2.192 0.305
H 0.423 -1.856 0.890
H -3.344 -0.416 -0.305

Calculated values
SMILES = NC(=S)/C=N\S
E_tot = -984.46407 hartree
Largest force on an atom = 1.4 eV/A

=====

Entry 2:
Density functional theory data (the ωB97M-V functional and the def2-TZVPD basis) for C17H33AsF5N4O3P2RbS4Sb as an isolated structure in a non-equilibrium geometry.

Element x y z (Å)
Rb 0.027 1.711 -0.521
F -6.785 2.052 -3.757
C -5.588 1.468 -3.977
C -4.493 1.780 -3.195
F -4.626 2.676 -2.200
C -3.275 1.167 -3.432
F -2.267 1.530 -2.598
C -3.057 0.202 -4.424
S -1.521 -0.599 -4.670
C -4.196 -0.060 -5.195
F -4.143 -0.953 -6.205
C -5.425 0.539 -4.987
F -6.479 0.218 -5.767
C 0.095 1.202 4.943
N -0.247 -0.026 4.199
C -1.498 -0.612 4.658
P 0.090 0.135 2.597
O -0.433 1.334 1.917
O -0.701 -1.202 2.034
P -0.612 -1.672 0.500
O 0.168 -0.808 -0.413
N 0.126 -3.149 0.669
C -0.451 -4.113 1.587
C 0.581 -3.767 -0.572
N -2.178 -1.804 0.060
C -2.629 -1.491 -1.295
C -3.259 -2.087 0.986
N 1.659 -0.193 2.373
C 2.605 0.611 1.586
C 2.262 -1.370 2.973
H 0.282 0.934 5.985
H -0.726 1.922 4.892
H 0.989 1.690 4.539
H -1.384 -0.891 5.708
H -1.748 -1.505 4.092
H -2.332 0.097 4.586
H -0.750 -3.635 2.519
H 0.295 -4.874 1.830
H -1.325 -4.625 1.159
H 0.999 -3.015 -1.236
H -0.234 -4.283 -1.094
H 1.357 -4.498 -0.338
H -1.815 -1.186 -1.949
H -3.353 -0.672 -1.256
H -3.110 -2.362 -1.745
H -2.895 -2.221 2.002
H -3.798 -2.993 0.689
H -3.971 -1.256 0.993
H 2.175 1.563 1.279
H 2.931 0.044 0.710
H 3.447 0.872 2.227
H 1.575 -1.857 3.663
H 3.153 -1.071 3.530
H 2.546 -2.084 2.194
S 4.637 6.082 1.855
Sb 2.643 4.970 2.132
S 1.777 4.222 0.092
S 2.680 3.337 3.787
C 4.733 2.300 -0.888
As 3.132 1.710 -1.841
C 3.156 3.062 -3.261
C 4.034 0.292 -2.870
H 5.512 2.554 -1.609
H 5.085 1.492 -0.245
H 4.491 3.170 -0.280
H 4.152 3.130 -3.704
H 2.884 4.016 -2.810
H 2.429 2.798 -4.031
H 4.961 0.665 -3.311
H 3.372 -0.067 -3.660
H 4.263 -0.544 -2.207

Calculated values
Total charge = -2
E_tot = -6387.48530 hartree
Multiplicity = 2
Largest force on an atom = 1.8 eV/A

=====

Entry 3:
Density functional theory data (the ωB97M-V functional and the def2-TZVPD basis) for a 2-piece molecular cluster, C19H20OS overall in a non-equilibrium geometry.

Element x y z (Å)
C -0.948 -1.222 3.380
C -0.205 0.006 2.917
S 1.444 -0.207 2.567
O -0.790 1.092 2.777
H -2.006 -0.966 3.514
H -0.869 -2.006 2.616
H -0.550 -1.570 4.340
C 7.596 1.409 -0.587
C 6.112 1.355 -0.440
C 5.495 1.897 0.699
C 4.123 1.816 0.873
C 3.306 1.207 -0.109
C 1.890 1.174 0.024
C 1.062 0.820 -1.033
C -0.304 0.667 -0.891
C -1.140 0.157 -1.915
C -2.554 0.207 -1.792
C -3.359 -0.333 -2.782
C -2.797 -0.933 -3.921
C -3.690 -1.534 -4.961
C -1.398 -0.968 -4.062
C -0.578 -0.436 -3.083
C 3.940 0.666 -1.269
C 5.314 0.763 -1.429
H 7.907 0.919 -1.516
H 7.950 2.449 -0.607
H 8.093 0.898 0.250
H 6.126 2.396 1.440
H 3.646 2.246 1.757
H 1.404 1.550 0.936
H 1.503 0.713 -2.031
H -0.757 0.975 0.060
H -2.989 0.669 -0.908
H -4.445 -0.313 -2.694
H -3.093 -1.961 -5.770
H -4.305 -2.328 -4.525
H -4.360 -0.775 -5.378
H -0.960 -1.435 -4.947
H 0.508 -0.503 -3.189
H 3.342 0.202 -2.056
H 5.781 0.372 -2.340

Calculated values
E_tot = -1209.35367 hartree
Largest force on an atom = 1.8 eV/A

=====

Entry 4:
Density functional theory data (the ωB97M-V functional and the def2-TZVPD basis) for one molecule with the formula C4H5ClO in a non-equilibrium geometry.

Element x y z (Å)
C -2.013 1.315 -0.202
C -1.165 0.386 0.213
O -0.041 0.042 -0.476
C 0.887 -0.639 0.222
C 2.075 -1.070 -0.172
Cl 2.953 -0.667 -1.597
H -3.041 1.408 0.108
H -1.530 2.048 -0.887
H -1.262 -0.325 1.035
H 0.432 -0.965 1.175
H 2.705 -1.532 0.582

Calculated values
SMILES = C=CO/C=C\Cl
E_tot = -690.76704 hartree
Largest force on an atom = 1.8 eV/A

=====

Entry 5:
Density functional theory data (the ωB97M-V functional and the def2-TZVPD basis) for a 4-piece molecular cluster, C7H23NO4 overall in a non-equilibrium geometry.

Element x y z (Å)
C 2.742 -5.295 0.821
O 2.938 -3.969 0.400
C 2.515 -3.599 -0.877
C 1.010 -3.237 -1.011
C 0.465 -2.540 -2.236
N 0.603 -2.367 0.060
H 3.252 -5.871 0.049
H 1.683 -5.554 0.821
H 3.094 -5.635 1.795
H 3.067 -2.700 -1.152
H 2.746 -4.411 -1.566
H 0.430 -4.135 -0.800
H 0.746 -2.998 -3.184
H 0.895 -1.540 -2.179
H -0.611 -2.494 -2.403
H 1.006 -1.442 0.097
H 1.092 -2.838 0.808
C -1.082 1.523 -0.667
O -1.292 2.558 0.293
H -1.853 0.790 -0.430
H -1.205 1.873 -1.692
H -0.114 1.051 -0.499
H -2.223 2.649 0.506
C 0.527 5.812 -0.086
O 0.456 4.773 0.882
H -0.006 6.733 0.151
H 1.537 6.210 -0.175
H 0.231 5.484 -1.083
H -0.142 4.106 0.538
C -3.479 2.899 2.380
O -4.092 2.863 1.103
H -2.633 3.585 2.333
H -4.187 3.131 3.175
H -3.090 1.913 2.634
H -5.028 2.671 1.194

Calculated values
SMILES = COC[C@H](C)N.CO.CO.CO
E_tot = -636.10374 hartree
Largest force on an atom = 2.3 eV/A

=====

Entry 6:
Density functional theory data (the ωB97M-V functional and the def2-TZVPD basis) for a 7-piece molecular cluster, C33H83N11O7P2 overall in a non-equilibrium geometry.

Element x y z (Å)
C -0.798 -0.516 4.323
N 0.142 -0.722 3.219
C 0.721 0.490 2.547
P 0.352 -2.282 2.532
O 1.196 -2.286 1.355
N 0.986 -3.286 3.759
C 2.344 -3.703 3.651
C 0.400 -3.397 5.074
N -1.243 -2.879 2.157
C -1.653 -4.316 2.165
C -2.243 -1.970 1.600
H -1.452 -1.386 4.376
H -1.455 0.350 4.245
H -0.279 -0.241 5.242
H 0.991 1.244 3.286
H -0.017 0.953 1.892
H 1.566 0.267 1.895
H 2.463 -4.729 4.000
H 2.763 -3.574 2.653
H 2.834 -2.940 4.255
H 0.127 -4.427 5.303
H 1.108 -2.915 5.747
H -0.548 -2.936 5.351
H -2.663 -4.428 2.559
H -1.690 -4.779 1.179
H -0.978 -4.894 2.796
H -2.436 -2.299 0.579
H -1.816 -0.987 1.400
H -3.193 -1.815 2.111
C -3.620 3.639 3.308
N -2.568 4.218 2.481
C -1.304 3.442 2.546
P -3.028 4.816 0.954
O -3.080 3.686 -0.054
N -4.458 5.703 1.259
C -4.531 6.727 2.271
C -5.416 5.942 0.188
N -1.953 6.088 0.554
C -1.357 6.983 1.533
C -2.125 6.629 -0.822
H -3.850 2.647 2.920
H -4.514 4.255 3.206
H -3.347 3.617 4.363
H -1.635 2.414 2.400
H -0.752 3.551 3.479
H -0.601 3.609 1.730
H -3.827 6.409 3.041
H -4.144 7.710 2.002
H -5.511 6.963 2.684
H -6.393 6.069 0.655
H -5.133 6.863 -0.321
H -5.518 5.100 -0.497
H -1.911 7.921 1.498
H -1.491 6.665 2.567
H -0.325 7.017 1.182
H -1.234 7.164 -1.151
H -2.973 7.305 -0.930
H -2.284 5.890 -1.608
C 4.896 -1.476 1.587
C 5.307 -0.690 0.315
C 5.326 0.801 0.881
C 6.703 -1.268 -0.025
C 7.176 -0.960 -1.476
C 6.081 -1.178 -2.492
C 4.634 -0.595 -2.113
C 4.704 0.946 -2.367
C 3.732 -1.290 -3.157
N 4.322 -0.908 -0.704
O 3.027 -0.486 -0.338
H 4.752 -2.551 1.479
H 3.914 -1.167 1.947
H 5.641 -1.287 2.360
H 4.313 1.140 1.097
H 5.760 1.500 0.165
H 5.860 0.857 1.829
H 7.255 -0.666 0.697
H 6.847 -2.343 0.080
H 7.987 -1.657 -1.690
H 7.652 0.018 -1.551
H 5.969 -2.257 -2.598
H 6.473 -0.704 -3.392
H 3.859 1.484 -1.938
H 5.693 1.319 -2.101
H 4.692 1.164 -3.435
H 3.603 -2.339 -2.890
H 2.756 -0.806 -3.153
H 4.160 -1.170 -4.153
H 2.675 -1.302 0.025
C -0.798 -6.298 -1.934
N -1.986 -5.910 -2.607
C -2.594 -6.992 -3.363
C -2.353 -4.610 -2.799
O -3.297 -4.289 -3.507
H -0.131 -6.707 -2.693
H -0.984 -7.008 -1.128
H -0.363 -5.349 -1.620
H -3.589 -6.688 -3.688
H -1.960 -7.048 -4.248
H -2.574 -7.872 -2.720
H -1.737 -3.927 -2.195
C -5.078 3.462 -2.555
N -4.243 3.646 -3.780
C -4.981 3.868 -5.062
C -2.910 3.686 -3.685
O -2.100 3.844 -4.630
H -5.952 4.097 -2.696
H -4.507 3.682 -1.653
H -5.296 2.395 -2.584
H -5.652 3.026 -5.233
H -5.586 4.775 -5.073
H -4.307 4.021 -5.905
H -2.578 3.643 -2.636
C 3.688 -5.043 -1.281
N 2.343 -4.738 -0.775
C 1.759 -3.651 -1.513
C 1.741 -5.381 0.236
O 2.154 -6.440 0.748
H 4.062 -6.003 -0.925
H 4.365 -4.234 -1.007
H 3.613 -5.083 -2.367
H 1.724 -4.024 -2.536
H 0.746 -3.416 -1.185
H 2.427 -2.792 -1.456
H 0.731 -5.002 0.455
C -0.595 1.739 -1.102
N -1.246 0.445 -1.345
C -2.721 0.566 -1.322
C -0.554 -0.686 -1.517
O -0.973 -1.787 -1.659
H -0.741 2.263 -2.046
H 0.493 1.703 -1.062
H -1.015 2.271 -0.248
H -3.148 0.892 -0.374
H -3.145 1.135 -2.150
H -3.079 -0.454 -1.467
H 0.516 -0.491 -1.689

Calculated values
SMILES = CN(C)P(=O)(N(C)C)N(C)C.CN(C)P(=O)(N(C)C)N(C)C.CC1(C)CCCC(C)(C)N1O.CN(C)C=O.CN(C)C=O.CN(C)C=O.CN(C)C=O
E_tot = -3118.84303 hartree
Largest force on an atom = 4.2 eV/A